1.
This record from the Open Molecules 2025 dataset describes a cluster of 3 separate species, C2H9NO4 in total at a distorted geometry. The level of theory is wB97M-V/def2-TZVPD.

Element x y z (Å)
C (-0.48, 0.33, -2.60)
N (-0.49, 0.10, -1.17)
C (-1.57, 0.20, -0.32)
O (-1.92, -0.64, 0.47)
O (-2.18, 1.41, -0.44)
H (-0.78, -0.55, -3.17)
H (0.57, 0.50, -2.85)
H (-1.04, 1.19, -2.95)
H (0.26, -0.52, -0.92)
H (-2.57, 1.53, 0.43)
O (0.49, -2.09, 0.45)
H (0.81, -3.02, 0.56)
H (-0.46, -2.18, 0.54)
O (3.51, 1.22, 3.89)
H (2.97, 2.00, 4.06)
H (2.88, 0.51, 4.03)

- spin multiplicity = 1
- HOMO (eV) = -9.54
- F_max (hartree/bohr) = 0.0323
- E (eV) = -11900.3747
- relative energy (zero: lowest compared OMol25 entry of this formula, charge and spin) (kJ/mol) = 43.9

Atomic partial charges in e from the natural (NBO) method, atoms 1 to 6:
1. C -0.405
2. N -0.669
3. C 0.895
4. O -0.649
5. O -0.694
6. H 0.184

***

2.
This record from the Open Molecules 2025 dataset describes a cluster of 2 separate species, C4H9NO in total at a distorted geometry. The level of theory is wB97M-V/def2-TZVPD.

Element x y z (Å)
C (1.92, -0.67, -1.14)
C (1.32, -1.74, -0.63)
N (0.24, -1.69, 0.28)
H (1.42, 0.27, -1.15)
H (2.92, -0.68, -1.56)
H (1.71, -2.75, -0.63)
H (-0.40, -0.93, 0.13)
H (-0.24, -2.57, 0.27)
C (-0.77, 2.18, 0.92)
C (-1.29, 1.29, 0.10)
O (-2.19, 0.34, 0.46)
H (-0.16, 3.00, 0.60)
H (-0.88, 2.06, 1.99)
H (-1.10, 1.35, -0.97)
H (-2.51, 0.53, 1.34)

- spin multiplicity = 1
- HOMO (eV) = -8.20
- F_max (hartree/bohr) = 0.0274
- E (eV) = -7829.7544
- relative energy (zero: lowest compared OMol25 entry of this formula, charge and spin) (kJ/mol) = 247.5

Atomic partial charges in e from the natural (NBO) method, atoms 1 to 6:
1. C -0.522
2. C 0.014
3. N -0.807
4. H 0.185
5. H 0.206
6. H 0.180

***

3.
This record from the Open Molecules 2025 dataset describes an isolated molecule of C21H27FN4O5S2 at a distorted geometry. The level of theory is wB97M-V/def2-TZVPD.

Element x y z (Å)
C (4.93, 1.25, 1.63)
N (3.80, 1.67, 2.43)
C (3.49, 3.08, 2.40)
S (2.47, 0.67, 2.36)
O (2.93, -0.68, 2.49)
O (1.50, 1.17, 3.29)
C (1.80, 0.86, 0.70)
C (2.31, 0.09, -0.33)
C (1.74, 0.17, -1.59)
C (0.67, 1.04, -1.81)
C (-0.08, 1.09, -3.10)
O (-0.64, 2.10, -3.49)
N (-0.10, -0.07, -3.79)
C (-0.98, -0.24, -4.92)
C (-2.37, -0.66, -4.48)
S (-2.24, -2.18, -3.47)
O (-1.07, -2.89, -3.89)
O (-3.50, -2.86, -3.49)
N (-1.90, -1.59, -1.92)
C (-1.23, -2.55, -1.07)
C (-0.71, -1.83, 0.17)
N (-1.80, -1.19, 0.88)
C (-1.49, -0.73, 2.17)
C (-1.78, 0.57, 2.60)
C (-1.52, 0.97, 3.89)
C (-0.95, 0.08, 4.78)
F (-0.70, 0.47, 6.04)
C (-0.66, -1.22, 4.39)
C (-0.94, -1.61, 3.10)
C (-2.56, -0.30, 0.02)
C (-3.05, -1.05, -1.22)
C (0.23, 1.87, -0.78)
C (0.79, 1.77, 0.48)
H (4.82, 1.54, 0.58)
H (5.00, 0.17, 1.72)
H (5.83, 1.71, 2.03)
H (2.61, 3.23, 3.01)
H (4.32, 3.64, 2.83)
H (3.31, 3.44, 1.38)
H (3.11, -0.61, -0.12)
H (2.13, -0.43, -2.40)
H (0.17, -0.93, -3.34)
H (-1.03, 0.72, -5.45)
H (-0.56, -1.00, -5.58)
H (-2.83, 0.10, -3.86)
H (-3.02, -0.91, -5.31)
H (-1.93, -3.35, -0.78)
H (-0.41, -2.99, -1.64)
H (0.04, -1.09, -0.15)
H (-0.22, -2.55, 0.82)
H (-2.20, 1.29, 1.92)
H (-1.73, 1.98, 4.21)
H (-0.22, -1.90, 5.10)
H (-0.73, -2.63, 2.81)
H (-1.95, 0.56, -0.32)
H (-3.42, 0.06, 0.57)
H (-3.73, -1.86, -0.92)
H (-3.59, -0.37, -1.87)
H (-0.57, 2.56, -0.99)
H (0.42, 2.36, 1.31)

- spin multiplicity = 1
- HOMO (eV) = -7.94
- F_max (hartree/bohr) = 0.0211
- E (eV) = -62800.9665

Atomic partial charges in e from the natural (NBO) method, atoms 1 to 6:
1. C -0.429
2. N -0.655
3. C -0.430
4. S 2.329
5. O -0.937
6. O -0.936

***

4.
This record from the Open Molecules 2025 dataset describes a structure of composition C26H23MoN4O5S3. The level of theory is wB97M-V/def2-TZVPD.

Element x y z (Å)
Mo (-0.47, 0.02, 0.44)
S (-2.77, 0.81, 1.29)
C (-2.45, 1.85, -0.03)
N (-1.29, 1.68, -0.65)
C (-1.14, 2.48, -1.76)
C (-0.06, 2.49, -2.63)
C (-0.08, 3.37, -3.70)
C (-1.16, 4.24, -3.89)
C (-2.25, 4.23, -3.04)
C (-2.23, 3.34, -1.97)
S (-3.45, 3.06, -0.75)
H (0.76, 1.80, -2.48)
H (0.75, 3.40, -4.39)
H (-1.16, 4.92, -4.73)
H (-3.09, 4.89, -3.20)
O (-2.05, -1.47, 3.51)
H (-3.00, -1.34, 3.40)
H (-1.95, -2.39, 3.79)
N (0.14, 0.66, 2.86)
C (1.14, -0.34, 2.76)
C (2.44, -0.18, 3.21)
C (3.41, -1.10, 2.83)
C (3.10, -2.17, 2.00)
C (1.79, -2.37, 1.60)
C (0.82, -1.46, 1.99)
S (4.42, -3.20, 1.33)
O (5.61, -2.39, 1.55)
O (4.03, -3.30, -0.07)
O (4.37, -4.43, 2.08)
H (0.43, 1.47, 3.39)
H (-0.73, 0.29, 3.25)
H (2.71, 0.68, 3.81)
H (4.44, -0.97, 3.14)
H (1.55, -3.20, 0.95)
H (-0.24, -1.68, 1.76)
O (1.30, -0.01, -0.68)
N (2.50, 0.40, -0.24)
C (2.62, 1.61, 0.34)
C (3.86, 2.05, 0.74)
C (4.97, 1.24, 0.54)
C (4.81, 0.01, -0.07)
C (3.55, -0.40, -0.46)
H (1.70, 2.17, 0.44)
H (3.94, 3.03, 1.21)
H (5.95, 1.57, 0.86)
H (5.63, -0.69, -0.20)
H (3.34, -1.36, -0.90)
C (-1.07, -1.32, -1.11)
C (-2.54, -1.47, -1.22)
C (-3.23, -2.42, -0.46)
C (-4.61, -2.49, -0.49)
C (-5.34, -1.60, -1.27)
C (-4.67, -0.66, -2.06)
C (-3.29, -0.61, -2.03)
C (-6.78, -1.66, -1.28)
N (-7.93, -1.71, -1.29)
H (-0.64, -0.90, -2.03)
H (-0.58, -2.27, -0.91)
H (-2.68, -3.12, 0.15)
H (-5.14, -3.23, 0.10)
H (-5.23, 0.02, -2.68)
H (-2.77, 0.12, -2.64)

- spin multiplicity = 4
- HOMO (alpha / beta) (eV) = -8.55 / -8.60
- F_max (hartree/bohr) = 0.0150
- E (eV) = -77893.5199
- relative energy (zero: lowest compared OMol25 entry of this formula, charge and spin) (kJ/mol) = 11.2

Atomic partial charges in e from the natural (NBO) method, atoms 1 to 6:
1. Mo 1.096
2. S -0.117
3. C -0.062
4. N -0.576
5. C 0.188
6. C -0.251

***

Q: F_max of number 4 (C26H23MoN4O5S3)?
A: 0.0150 hartree/bohr

***

Q: The highest E belongs to which entry?
A: C4H9NO

***

What did the first record say?
This record from the Open Molecules 2025 dataset describes a cluster of 3 separate species, C2H9NO4 in total at a distorted geometry. The level of theory is wB97M-V/def2-TZVPD.

Element x y z (Å)
C (-0.48, 0.33, -2.60)
N (-0.49, 0.10, -1.17)
C (-1.57, 0.20, -0.32)
O (-1.92, -0.64, 0.47)
O (-2.18, 1.41, -0.44)
H (-0.78, -0.55, -3.17)
H (0.57, 0.50, -2.85)
H (-1.04, 1.19, -2.95)
H (0.26, -0.52, -0.92)
H (-2.57, 1.53, 0.43)
O (0.49, -2.09, 0.45)
H (0.81, -3.02, 0.56)
H (-0.46, -2.18, 0.54)
O (3.51, 1.22, 3.89)
H (2.97, 2.00, 4.06)
H (2.88, 0.51, 4.03)

- spin multiplicity = 1
- HOMO (eV) = -9.54
- F_max (hartree/bohr) = 0.0323
- E (eV) = -11900.3747
- relative energy (zero: lowest compared OMol25 entry of this formula, charge and spin) (kJ/mol) = 43.9

Atomic partial charges in e from the natural (NBO) method, atoms 1 to 6:
1. C -0.405
2. N -0.669
3. C 0.895
4. O -0.649
5. O -0.694
6. H 0.184

***

Q: What is the E in the second record?
A: -7829.7544 eV